C3H9NO | the ωB97M-V functional and the def2-TZVPD basis

The value obtained for the LUMO energy is 1.03 eV. Its highest occupied orbital energy is -9.707 eV. As for the orbital gap: 10.735 eV.

Positions of all 14 atoms, in Å:
C1 -2.643 -1.026 1.552
C2 -1.925 -0.309 0.707
H1 -2.777 -0.768 2.596
H2 -3.283 -1.790 1.139
H3 -1.367 0.557 1.025
H4 -2.082 -0.524 -0.343
N1 2.780 0.448 -0.902
C3 1.368 0.211 -0.608
O1 0.590 1.104 -1.384
H5 3.380 -0.032 -0.242
H6 2.905 1.450 -0.796
H7 1.055 -0.799 -0.862
H8 1.151 0.479 0.426
H9 0.849 0.999 -2.306

These are the Löwdin partial charges, in e, on atoms 1 to 5:
1 C -0.083
2 C -0.089
3 H 0.046
4 H 0.040
5 H 0.045

***

C3H9NO | the ωB97M-V functional and the def2-TZVPD basis

The value obtained for the LUMO energy is -1.07 eV. Its highest occupied orbital energy is -8.139 eV. As for the orbital gap: 7.073 eV.

Positions of all 14 atoms, in Å:
C1 -0.768 -1.098 0.192
O1 2.087 0.408 0.761
C2 -0.838 0.049 -0.645
C3 -0.377 0.603 0.784
N1 0.194 0.456 -1.594
H1 -1.732 -1.741 0.125
H2 0.142 -1.578 0.392
H3 2.571 -0.248 1.379
H4 -1.859 0.311 -0.952
H5 -0.172 1.687 0.630
H6 0.743 0.387 0.928
H7 -1.173 0.622 1.560
H8 1.069 0.365 -1.100
H9 0.113 -0.224 -2.462

These are the Löwdin partial charges, in e, on atoms 1 to 5:
1 C 0.095
2 O -0.395
3 C -0.425
4 C -0.092
5 N 0.041

***

C3H9NO | the ωB97M-V functional and the def2-TZVPD basis

The value obtained for the LUMO energy is 0.96 eV. Its highest occupied orbital energy is -9.419 eV. As for the orbital gap: 10.377 eV.

Positions of all 14 atoms, in Å:
C1 1.360 -0.985 -0.332
C2 0.536 0.065 0.460
O1 0.581 1.395 -0.139
C3 -0.909 -0.246 0.640
N1 -1.615 -0.245 -0.607
H1 2.353 -0.638 -0.446
H2 1.502 -1.867 0.341
H3 0.935 -1.256 -1.323
H4 0.904 0.123 1.548
H5 1.444 1.571 -0.592
H6 -0.900 -1.203 1.187
H7 -1.249 0.547 1.351
H8 -2.567 -0.457 -0.331
H9 -1.688 0.736 -0.974

These are the Löwdin partial charges, in e, on atoms 1 to 5:
1 C -0.053
2 C -0.443
3 O -0.078
4 C -0.312
5 N 0.005

***

C3H9NO | the ωB97M-V functional and the def2-TZVPD basis

The value obtained for the LUMO energy is 1.05 eV. Its highest occupied orbital energy is -9.102 eV. As for the orbital gap: 10.157 eV.

Positions of all 14 atoms, in Å:
C1 -1.002 -1.607 0.157
C2 0.025 -0.519 -0.211
O1 -0.315 0.109 -1.428
C3 0.288 0.456 0.955
N1 1.046 1.603 0.494
H1 -0.600 -2.561 -0.182
H2 -1.985 -1.478 -0.289
H3 -1.150 -1.630 1.240
H4 0.994 -0.980 -0.405
H5 -1.149 0.574 -1.363
H6 0.748 -0.161 1.729
H7 -0.689 0.746 1.367
H8 1.240 1.543 -0.496
H9 1.897 1.718 1.034

These are the Löwdin partial charges, in e, on atoms 1 to 5:
1 C -0.043
2 C -0.448
3 O -0.042
4 C -0.265
5 N 0.003

***

C3H9NO | the ωB97M-V functional and the def2-TZVPD basis

The value obtained for the LUMO energy (spin up / spin down) is -0.30 / -0.30 eV. Its highest occupied orbital energy (spin up / spin down) is -9.709 / -9.710 eV. As for the orbital gap (spin up / spin down): 9.404 / 9.406 eV.

Positions of all 14 atoms, in Å:
C1 0.038 -0.126 -0.050
C2 -0.005 -1.033 -1.273
C3 1.285 0.745 0.092
N1 -0.530 -0.685 1.075
O1 -1.815 0.726 1.151
H1 -2.691 0.942 1.515
H2 -0.106 -0.325 1.930
H3 -0.940 0.635 -0.075
H4 -0.943 -1.586 -1.300
H5 0.081 -0.441 -2.185
H6 1.193 1.434 0.933
H7 2.175 0.128 0.245
H8 0.820 -1.750 -1.245
H9 1.438 1.336 -0.812

These are the Löwdin partial charges, in e, on atoms 1 to 5:
1 C -0.546
2 C -0.062
3 C -0.058
4 N 0.148
5 O -0.217

***

C3H9NO | the ωB97M-V functional and the def2-TZVPD basis

The value obtained for the LUMO energy is 0.95 eV. Its highest occupied orbital energy is -9.109 eV. As for the orbital gap: 10.062 eV.

Positions of all 14 atoms, in Å:
C1 0.556 -1.522 0.550
C2 -0.565 -1.238 1.190
C3 -0.797 -0.140 2.175
N1 -1.765 -0.563 3.170
H1 0.529 -2.322 -0.174
H2 1.506 -1.018 0.697
H3 -1.440 -1.823 0.933
H4 0.150 0.109 2.661
H5 -1.103 0.782 1.660
H6 -2.470 -1.157 2.740
H7 -2.232 0.152 3.702
O1 2.219 2.715 -5.904
H8 2.909 2.219 -5.456
H9 1.387 2.358 -5.588

These are the Löwdin partial charges, in e, on atoms 1 to 5:
1 C -0.005
2 C -0.195
3 C -0.312
4 N -0.021
5 H 0.048

***

C3H9NO | the ωB97M-V functional and the def2-TZVPD basis

The value obtained for the LUMO energy (spin up / spin down) is -4.40 / -7.49 eV. The total charge is +1. Its highest occupied orbital energy (spin up / spin down) is -13.459 / -13.459 eV. As for the orbital gap (spin up / spin down): 9.062 / 5.964 eV. As for the spin multiplicity: 2.

Positions of all 14 atoms, in Å:
C1 2.450 2.183 -1.157
O1 1.794 1.176 -0.391
H1 1.695 2.931 -1.385
H2 3.245 2.672 -0.581
H3 2.957 1.740 -2.012
C2 -1.915 -1.547 1.119
C3 -2.887 -1.668 0.132
N1 -0.771 -0.941 0.948
H4 -2.094 -1.883 2.136
H5 -3.594 -2.487 0.138
H6 -2.936 -0.994 -0.714
H7 -0.212 -0.816 1.790
H8 2.492 0.568 -0.112
H9 -0.226 -0.935 0.091

These are the Löwdin partial charges, in e, on atoms 1 to 5:
1 C -0.147
2 O -0.159
3 H 0.084
4 H 0.083
5 H 0.081

***

C3H9NO | the ωB97M-V functional and the def2-TZVPD basis

The value obtained for the LUMO energy (spin up / spin down) is -3.32 / -8.12 eV. The total charge is +1. Its highest occupied orbital energy (spin up / spin down) is -14.966 / -14.854 eV. As for the orbital gap (spin up / spin down): 11.644 / 6.735 eV. As for the spin multiplicity: 2.

Positions of all 14 atoms, in Å:
C1 -0.455 2.179 -0.436
O1 -0.449 0.816 0.095
H1 -1.482 2.330 -1.002
H2 0.480 2.467 -1.024
H3 -0.177 2.738 0.541
C2 -0.402 -1.839 0.944
C3 0.605 -0.025 -0.393
N1 0.316 -1.436 -0.240
H4 -0.078 -1.218 1.821
H5 -1.508 -1.728 0.849
H6 -0.078 -2.892 1.130
H7 1.627 0.331 0.011
H8 0.610 0.135 -1.459
H9 0.992 -1.859 -0.836

These are the Löwdin partial charges, in e, on atoms 1 to 5:
1 C -0.055
2 O -0.197
3 H 0.143
4 H 0.102
5 H 0.122

***

C3H9NO2 | the ωB97M-V functional and the def2-TZVPD basis

The value obtained for the LUMO energy is 0.68 eV. Its highest occupied orbital energy is -9.688 eV. As for the orbital gap: 10.367 eV.

Positions of all 15 atoms, in Å:
C1 -1.321 -0.589 0.439
N1 0.002 -0.597 -0.159
C2 0.109 -0.939 -1.559
C3 1.122 -0.234 0.529
O1 1.079 0.208 1.654
H1 -1.952 -1.280 -0.116
H2 -1.193 -1.076 1.444
H3 -1.741 0.390 0.670
H4 -0.306 -0.198 -2.281
H5 1.150 -1.115 -1.795
H6 -0.370 -1.912 -1.744
H7 2.028 -0.592 0.000
O2 0.772 2.896 0.828
H8 -0.177 2.871 0.621
H9 0.799 2.165 1.469

These are the Löwdin partial charges, in e, on atoms 1 to 5:
1 C -0.043
2 N -0.200
3 C -0.074
4 C -0.329
5 O 0.008

***

C3H9NO2 | the ωB97M-V functional and the def2-TZVPD basis

The value obtained for the LUMO energy is 0.89 eV. Its highest occupied orbital energy is -9.716 eV. As for the orbital gap: 10.610 eV.

Positions of all 15 atoms, in Å:
C1 2.722 -0.786 -1.205
C2 1.304 -0.767 -0.702
O1 0.470 -1.629 -0.924
O2 0.975 0.250 0.087
H1 3.425 -1.155 -0.440
H2 3.135 0.196 -1.306
H3 2.676 -1.363 -2.109
H4 0.091 0.527 0.374
C3 -2.271 1.213 0.764
N1 -1.672 -0.141 1.029
H5 -2.989 1.669 1.464
H6 -2.550 1.489 -0.244
H7 -1.366 1.791 0.977
H8 -1.921 -0.820 0.320
H9 -2.029 -0.474 1.915

These are the Löwdin partial charges, in e, on atoms 1 to 5:
1 C 0.013
2 C -0.570
3 O 0.057
4 O 0.076
5 H 0.098

***

C3H9NO2 | the ωB97M-V functional and the def2-TZVPD basis

The value obtained for the LUMO energy is 0.61 eV. Its highest occupied orbital energy is -9.173 eV. As for the orbital gap: 9.779 eV.

Positions of all 15 atoms, in Å:
C1 1.398 1.027 1.281
C2 1.248 -0.285 0.557
O1 0.357 -0.578 -0.203
O2 2.310 -1.061 0.725
H1 0.939 0.919 2.256
H2 0.753 1.767 0.804
H3 2.464 1.267 1.427
H4 2.453 -1.777 0.078
C3 -1.919 0.863 -1.237
N1 -2.972 -0.072 -0.806
H5 -1.322 1.260 -0.396
H6 -2.379 1.685 -1.803
H7 -1.076 0.502 -1.826
H8 -3.524 -0.299 -1.631
H9 -2.519 -0.976 -0.677

These are the Löwdin partial charges, in e, on atoms 1 to 5:
1 C 0.019
2 C -0.575
3 O 0.075
4 O 0.099
5 H 0.087

***

C3H9NO2 | the ωB97M-V functional and the def2-TZVPD basis

The value obtained for the LUMO energy is 1.01 eV. Its highest occupied orbital energy is -9.655 eV. As for the orbital gap: 10.662 eV.

Positions of all 15 atoms, in Å:
N1 0.853 -2.519 2.354
C1 0.232 -1.640 1.459
O1 -0.348 -0.624 1.788
H1 0.886 -2.236 3.327
H2 1.509 -3.194 2.163
H3 0.229 -1.897 0.391
C2 0.292 1.820 -1.854
C3 -0.613 1.429 -0.640
O2 -0.858 0.035 -0.900
H4 1.006 1.027 -1.954
H5 0.776 2.713 -1.787
H6 -0.283 1.912 -2.888
H7 -0.135 1.477 0.408
H8 -1.762 1.849 -0.691
H9 -1.785 -0.152 -1.174

These are the Löwdin partial charges, in e, on atoms 1 to 5:
1 N 0.116
2 C -0.373
3 O -0.004
4 H 0.099
5 H 0.047

***

C3H9NO2 | the ωB97M-V functional and the def2-TZVPD basis

The value obtained for the LUMO energy is 0.78 eV. Its highest occupied orbital energy is -10.533 eV. As for the orbital gap: 11.313 eV.

Positions of all 15 atoms, in Å:
C1 1.284 -0.801 -0.419
C2 0.252 -0.794 0.875
C3 -0.925 0.129 0.665
N1 -2.146 -0.481 1.140
O1 -0.954 1.073 -0.083
H1 1.470 0.214 -0.563
H2 2.169 -1.427 -0.304
H3 0.618 -1.127 -1.185
H4 0.797 -0.401 1.724
H5 -0.028 -1.877 0.964
H6 -2.125 -1.054 1.962
H7 -2.550 0.394 1.305
O2 0.897 1.787 -2.191
H8 0.993 2.719 -2.395
H9 0.248 1.646 -1.494

These are the Löwdin partial charges, in e, on atoms 1 to 5:
1 C -0.043
2 C -0.132
3 C -0.503
4 N 0.142
5 O 0.072

***

C3H9NO2 | the ωB97M-V functional and the def2-TZVPD basis

The value obtained for the LUMO energy is 0.87 eV. Its highest occupied orbital energy is -9.598 eV. As for the orbital gap: 10.471 eV.

Positions of all 15 atoms, in Å:
C1 -2.444 1.139 -0.926
C2 -1.156 0.588 -0.388
N1 -1.193 -0.060 0.813
O1 -0.072 0.782 -0.924
H1 -2.169 1.634 -1.859
H2 -2.912 1.854 -0.251
H3 -3.186 0.340 -1.040
H4 -0.308 -0.479 1.065
H5 -1.950 -0.160 1.470
C3 2.863 -0.994 0.553
O2 1.580 -1.067 -0.010
H6 3.628 -1.535 -0.060
H7 2.823 -1.761 1.346
H8 3.187 0.016 0.778
H9 1.310 -0.298 -0.570

These are the Löwdin partial charges, in e, on atoms 1 to 5:
1 C -0.006
2 C -0.560
3 N 0.162
4 O 0.019
5 H 0.086

***

C3H9NO2 | the ωB97M-V functional and the def2-TZVPD basis

The value obtained for the LUMO energy is -1.31 eV. Its highest occupied orbital energy is -9.776 eV. As for the orbital gap: 8.470 eV.

Positions of all 15 atoms, in Å:
C1 0.198 -0.743 -1.714
C2 -0.799 0.250 -1.222
N1 -0.304 2.733 0.375
H1 -0.301 -1.712 -1.713
H2 0.494 -0.461 -2.720
H3 0.977 -0.713 -0.942
H4 -0.818 1.228 -1.686
H5 -1.696 0.054 -0.660
H6 0.614 2.353 0.164
H7 -0.669 1.935 0.895
H8 -0.844 2.804 -0.475
O1 -0.494 -0.097 0.775
C3 0.180 -1.141 1.126
O2 1.356 -1.371 0.907
H9 -0.456 -1.926 1.588

These are the Löwdin partial charges, in e, on atoms 1 to 5:
1 C -0.077
2 C 0.126
3 N 0.017
4 H 0.100
5 H 0.088

***

C3H9NO2 | the ωB97M-V functional and the def2-TZVPD basis

The value obtained for the LUMO energy is 0.65 eV. Its highest occupied orbital energy is -9.141 eV. As for the orbital gap: 9.791 eV.

Positions of all 15 atoms, in Å:
C1 -0.205 -0.772 2.231
C2 0.877 0.290 2.001
O1 0.805 1.474 2.150
O2 1.957 -0.220 1.281
H1 -0.658 -0.527 3.169
H2 0.103 -1.729 1.891
H3 -1.044 -0.481 1.444
H4 2.687 0.318 1.665
C3 -1.078 0.188 -2.519
N1 0.059 0.563 -1.743
H5 -1.473 1.065 -3.220
H6 -2.047 0.123 -1.962
H7 -0.921 -0.537 -3.322
H8 0.959 0.248 -2.191
H9 -0.021 -0.003 -0.873

These are the Löwdin partial charges, in e, on atoms 1 to 5:
1 C 0.016
2 C -0.555
3 O 0.105
4 O 0.033
5 H 0.075

***

no.,energy (eV)
1,-6793.13737
2,-6788.57313
3,-6794.00174
4,-6794.13416
5,-6790.32994
6,-6793.48471
7,-6785.28124
8,-6784.01464
9,-8841.82818
10,-8841.53865
11,-8841.81478
12,-8840.79689
13,-8841.70924
14,-8842.01932
15,-8838.78019
16,-8840.98812